1.
Formula: C2H4IrO4S
Source: the OMol25 dataset
Level of theory: ωB97M-V with the def2-TZVPD basis set

As for the charge: +1. Its spin multiplicity is 5. The frontier orbital gap (alpha / beta) is 8.772 / 6.543 eV. The LUMO energy (alpha / beta) is -5.10 / -8.13 eV. Its expectation value of S² is 6.016.

Positions of all 12 atoms, in Å:
Ir 0.72 0.34 -1.34
S 2.65 -0.28 0.21
O 4.00 -0.43 -0.43
O 2.03 1.13 -0.21
O 1.59 -1.19 -0.59
O -1.05 0.05 -0.80
C -1.39 -0.60 0.53
C -1.71 0.79 0.23
H -0.66 -1.26 1.00
H -2.29 -1.19 0.73
H -1.15 1.59 0.73
H -2.74 1.03 -0.06

2.
Formula: C2H4KLiO
Source: the OMol25 dataset
Level of theory: ωB97M-V with the def2-TZVPD basis set

Its spin multiplicity is 1. The frontier orbital gap (alpha / beta) is 5.072 / 5.072 eV. The LUMO energy (alpha / beta) is -0.57 / -0.57 eV.

Positions of all 9 atoms, in Å:
O -0.46 -1.46 0.74
Li 1.18 -1.17 0.25
K -1.59 -2.72 2.56
C -0.43 0.60 -0.27
C 0.81 0.95 -0.81
H -0.69 1.09 0.68
H -1.20 0.24 -0.97
H 1.41 1.70 -0.29
H 0.97 0.79 -1.89

3.
Formula: C2H4LiNiO2
Source: the OMol25 dataset
Level of theory: ωB97M-V with the def2-TZVPD basis set

As for the charge: +1. Its spin multiplicity is 3. The frontier orbital gap (alpha / beta) is 8.241 / 7.183 eV. The LUMO energy (alpha / beta) is -4.81 / -5.82 eV. Its expectation value of S² is 2.008.

Positions of all 10 atoms, in Å:
O 0.28 -1.79 2.26
C -0.81 -0.11 -1.35
C 0.13 0.77 -0.97
O 0.51 1.03 0.30
H -0.43 -2.38 2.52
H -1.54 -0.53 -0.65
H -0.80 -0.48 -2.37
H 0.61 1.39 -1.74
Li 1.90 2.25 0.35
Ni 0.15 -0.15 1.66

4.
Formula: C2H4MgO2
Source: the OMol25 dataset
Level of theory: ωB97M-V with the def2-TZVPD basis set

As for the charge: +2. Its spin multiplicity is 1. The frontier orbital gap is 6.798 eV. The LUMO energy is -11.99 eV.

Positions of all 9 atoms, in Å:
O 0.25 1.38 0.18
H 0.00 2.29 0.36
O 0.86 -1.05 -0.18
Mg 2.06 0.55 -0.13
H 1.05 -1.99 -0.31
C -0.50 -0.76 -0.13
C -0.82 0.53 -0.01
H -1.19 -1.54 -0.46
H -1.70 0.60 0.68

5.
Formula: C2H4N
Source: the OMol25 dataset
Level of theory: ωB97M-V with the def2-TZVPD basis set

As for the charge: +1. Its spin multiplicity is 1. The frontier orbital gap is 13.699 eV. As for the SMILES: C#[N+]C. The LUMO energy is -5.44 eV.

Positions of all 7 atoms, in Å:
C 1.89 -0.02 -0.08
N 0.76 0.02 0.12
C -0.70 0.00 -0.02
H 2.84 0.34 -0.23
H -0.77 0.91 -0.51
H -0.97 -0.89 -0.70
H -1.11 -0.11 1.00

6.
Formula: C2H4N11
Source: the OMol25 dataset
Level of theory: ωB97M-V with the def2-TZVPD basis set

As for the charge: -1. Its spin multiplicity is 1. The frontier orbital gap is 8.035 eV. As for the SMILES: [H]/N=N\n1nn[n-]/c1=N/[C@H]1N=NNN1. The LUMO energy is 4.04 eV.

Positions of all 17 atoms, in Å:
H 3.19 2.37 0.57
N 2.09 2.50 0.38
N 1.36 1.55 0.14
N 1.82 0.32 -0.05
N 3.17 0.00 -0.18
N 3.17 -1.33 -0.29
N 1.99 -1.87 -0.28
C 1.08 -0.84 -0.11
N -0.18 -1.10 0.10
C -1.06 -0.05 0.30
N -1.41 0.72 -0.89
N -2.44 0.29 -1.47
N -3.08 -0.63 -0.65
N -2.41 -0.66 0.62
H -0.80 0.58 1.24
H -4.07 -0.30 -0.59
H -2.42 -1.57 1.16

7.
Formula: C2H4N2
Source: the OMol25 dataset
Level of theory: ωB97M-V with the def2-TZVPD basis set

Its spin multiplicity is 1. The frontier orbital gap is 9.594 eV. The LUMO energy is 1.22 eV.

Positions of all 8 atoms, in Å:
C 0.49 -0.85 -0.14
C 0.77 0.47 -0.10
N -0.96 -0.50 -0.16
N -0.53 0.87 -0.05
H 0.85 -1.90 0.20
H 2.01 1.06 0.05
H -1.56 -0.75 0.76
H -1.06 1.58 -0.55

8.
Formula: C2H4N2
Source: the OMol25 dataset
Level of theory: ωB97M-V with the def2-TZVPD basis set

Its spin multiplicity is 1. The frontier orbital gap is 10.220 eV. The LUMO energy is 1.07 eV.

Positions of all 8 atoms, in Å:
C -0.53 -0.95 0.05
C 0.78 0.47 -0.08
N 0.72 -0.91 0.30
N -0.64 0.31 -0.40
H -1.29 0.87 0.14
H -1.37 -1.64 0.20
H 0.93 1.17 0.74
H 1.40 0.69 -0.95

9.
Formula: C2H4N2
Source: the OMol25 dataset
Level of theory: ωB97M-V with the def2-TZVPD basis set

Its spin multiplicity is 3. The frontier orbital gap (alpha / beta) is 6.748 / 11.028 eV. The LUMO energy (alpha / beta) is 1.10 / -1.19 eV. Its expectation value of S² is 2.018.

Positions of all 8 atoms, in Å:
C 0.42 0.55 -0.11
C -0.97 -0.20 -0.02
N 2.45 -0.72 0.06
N 1.49 -0.15 -0.06
H 0.48 1.62 -0.06
H -1.66 0.67 0.16
H -0.89 -0.85 0.79
H -1.33 -0.91 -0.77

10.
Formula: C2H4N2
Source: the OMol25 dataset
Level of theory: ωB97M-V with the def2-TZVPD basis set

Its spin multiplicity is 3. The frontier orbital gap (alpha / beta) is 6.534 / 8.925 eV. The LUMO energy (alpha / beta) is 1.36 / -0.21 eV. Its expectation value of S² is 2.005.

Positions of all 8 atoms, in Å:
C -0.59 0.07 -1.01
C 0.30 -1.05 -0.17
N -0.35 0.86 0.15
N 0.46 -0.08 0.76
H -0.48 0.24 -2.02
H 0.44 -2.06 -0.06
H 0.06 1.77 0.28
H 0.37 -0.19 1.70

11.
Formula: C2H4N2O
Source: the OMol25 dataset
Level of theory: ωB97M-V with the def2-TZVPD basis set

Its spin multiplicity is 1. The frontier orbital gap (alpha / beta) is 8.583 / 8.266 eV. The LUMO energy (alpha / beta) is -0.31 / -0.03 eV.

Positions of all 9 atoms, in Å:
C -2.63 -0.02 -0.40
C 1.72 -0.12 0.08
N -1.73 0.39 0.31
N 0.37 -0.35 -0.40
O -0.46 0.61 0.11
H -3.59 -0.31 -0.09
H 2.18 -1.11 0.15
H 2.36 0.35 -0.60
H 1.77 0.57 0.84

12.
Formula: C2H4N2O
Source: the OMol25 dataset
Level of theory: ωB97M-V with the def2-TZVPD basis set

Its spin multiplicity is 1. The frontier orbital gap (alpha / beta) is 8.177 / 8.179 eV. The LUMO energy (alpha / beta) is -0.74 / -0.73 eV.

Positions of all 9 atoms, in Å:
C 1.16 0.57 0.50
C -1.18 -0.15 -0.26
N 2.29 -0.08 0.33
N 0.22 -0.30 0.06
O 1.06 -1.37 -0.38
H 0.86 1.59 0.90
H -1.41 0.74 0.13
H -1.28 0.02 -1.35
H -1.72 -1.03 0.06